This record from the OMol25 dataset describes C35H38HfN5O6 as an isolated structure in a non-equilibrium geometry. The level of theory is ωB97M-V/def2-TZVPD.

Positions of all 85 atoms, in Å:
Hf 0.5770 0.3363 -0.7239
C 3.4950 0.6987 -2.4185
C 2.5719 0.1614 -3.5223
N 1.2240 -0.1181 -3.0053
C 0.1103 0.3433 -3.8635
C -0.6308 1.5408 -3.2180
N 0.2042 2.1820 -2.1810
C 1.3401 2.9747 -2.6771
C 2.4963 2.8500 -1.6890
N 2.7524 1.4339 -1.3804
H 4.2635 1.3317 -2.8722
H 3.9961 -0.1364 -1.9309
H 3.0243 -0.7333 -3.9510
H 2.4985 0.8888 -4.3277
H 1.1335 -1.1136 -2.8297
H -0.6113 -0.4571 -4.0022
H 0.4850 0.6107 -4.8516
H -1.5307 1.1781 -2.7200
H -0.9337 2.2521 -3.9901
H -0.4095 2.7866 -1.6466
H 1.0728 4.0256 -2.7961
H 1.6432 2.6083 -3.6558
H 2.2276 3.3504 -0.7550
H 3.3834 3.3451 -2.0961
H 3.3246 1.3957 -0.5423
C 2.8743 -3.7147 -0.9944
O 3.9549 -2.7820 -1.0186
C 4.0663 -1.9392 0.0523
C 5.2567 -1.9291 0.7510
C 5.4517 -1.0560 1.8193
C 4.4461 -0.1900 2.1721
C 3.2430 -0.1367 1.4452
C 2.2794 0.8709 1.8278
N 1.2863 1.2207 1.0870
N 0.4490 2.2201 1.5684
C -0.6938 2.2384 0.9411
O -0.9780 1.3925 -0.0200
C -1.7001 3.2497 1.3056
C -3.0241 3.0356 0.9237
C -3.9973 3.9644 1.2502
C -3.6481 5.1182 1.9378
C -2.3262 5.3431 2.3010
C -1.3513 4.4107 1.9927
C 3.0308 -1.0328 0.3646
O 1.9219 -1.0488 -0.3583
H 3.2551 -4.6533 -1.3936
H 2.0475 -3.3667 -1.6154
H 2.5160 -3.8815 0.0230
H 6.0271 -2.6244 0.4438
H 6.3840 -1.0666 2.3661
H 4.5730 0.4836 3.0110
H 2.4204 1.3838 2.7769
H -3.2725 2.1357 0.3784
H -5.0263 3.7897 0.9648
H -4.4094 5.8443 2.1916
H -2.0592 6.2510 2.8252
H -0.3204 4.5690 2.2801
O -0.4369 -0.9855 1.0512
C -1.7676 -1.4022 0.6293
C -1.8881 -0.8723 -0.8274
O -2.9186 -0.5370 -1.3507
O -0.7290 -0.9058 -1.4594
C -2.7904 -0.9157 1.6439
C -4.0026 -0.3243 1.3089
C -4.9001 0.0379 2.3064
C -4.6052 -0.1902 3.6394
C -3.4013 -0.7903 3.9791
C -2.5057 -1.1534 2.9886
C -1.8096 -2.9313 0.4896
C -0.6616 -3.6135 0.0894
C -0.6801 -4.9917 -0.0598
C -1.8466 -5.6993 0.1854
C -2.9919 -5.0255 0.5808
C -2.9769 -3.6474 0.7339
H -0.1354 -1.6179 1.7088
H -4.2564 -0.1663 0.2732
H -5.8429 0.4951 2.0338
H -5.3104 0.0824 4.4135
H -3.1588 -0.9894 5.0150
H -1.5829 -1.6468 3.2731
H 0.2427 -3.0557 -0.1090
H 0.2139 -5.5145 -0.3772
H -1.8644 -6.7753 0.0715
H -3.9041 -5.5738 0.7749
H -3.8735 -3.1254 1.0396

Forces on atoms 1 to 2 (eV/Å):
Hf 2.1592 0.6694 -2.5553
C -0.1307 -0.1883 -0.1365

As for the charge: +1. The frontier orbital gap comes out at 7.83 eV. Its HOMO energy is -10.955 eV.

Atomic partial charges in e from the Löwdin method, atoms 1 to 4: 1.638, -0.142, -0.148, -0.123

=====

This record from the OMol25 dataset describes a 2-piece molecular cluster, C4H6OS overall in a non-equilibrium geometry. The level of theory is ωB97M-V/def2-TZVPD.

Positions of all 12 atoms, in Å:
C -0.2492 -0.9419 -1.1099
C 2.7158 1.3363 -0.0902
C -0.0236 0.2831 -0.7175
C -0.7827 1.3652 -0.0054
O 3.4021 0.5376 0.4696
S -2.6193 0.8697 0.2606
H -1.2160 -1.5243 -1.1422
H 0.5233 -1.6444 -1.4255
H 3.0186 2.3254 -0.5682
H -0.5686 1.4219 1.0590
H -0.7968 2.3419 -0.5409
H -2.1705 -0.3517 0.7442

Forces on atoms 1 to 2 (eV/Å):
C -0.3441 -1.3550 -0.2159
C 0.7567 -1.4732 0.6750

As for the charge: 0. The frontier orbital gap (alpha / beta) comes out at 8.11 / 8.48 eV. Its HOMO energy (alpha / beta) is -8.518 / -8.482 eV.

Atomic partial charges in e from the Löwdin method, atoms 1 to 4: -0.069, -0.043, -0.160, -0.531

=====

This record from the OMol25 dataset describes H6N2O2SSi as an isolated structure in a non-equilibrium geometry. The level of theory is ωB97M-V/def2-TZVPD.

Positions of all 12 atoms, in Å:
N -1.7836 -1.3310 -0.3580
N 0.4633 -0.4215 0.3143
O -1.5554 1.0198 0.5897
O -0.6484 0.7013 -1.6357
Si 1.8171 0.7464 -0.0119
S -0.9158 0.1514 -0.3893
H -2.8038 -1.2355 -0.1278
H -1.3084 -1.8826 0.2929
H 0.2840 -0.3741 1.2592
H 1.3608 1.9829 -0.5762
H 2.5315 -0.2523 -0.7741
H 2.5588 0.8951 1.4169

Forces on atoms 1 to 2 (eV/Å):
N -1.2357 2.0337 -1.6770
N 0.4680 1.2353 -2.7547

As for the charge: 0. The frontier orbital gap comes out at 10.92 eV. Its HOMO energy is -10.515 eV.

Atomic partial charges in e from the Löwdin method, atoms 1 to 4: -0.074, -0.310, -0.341, -0.295

=====

ΔE to the lowest compared entry with this formula, charge and spin for the records above, in order: 100.38; 549.18; 93.76 kJ/mol